Here is one molecule with the formula C10H16NPS at a distorted geometry from the Open Molecules 2025 dataset. Energies are from ωB97M-V with the def2-TZVPD basis set.

HOMO-LUMO gap: 9.44 eV
Structure (SMILES): CC[P@](=S)(c1ccccc1)N(C)C
F_max: 2.97 eV/A
Relative energy (zero: lowest compared OMol25 entry of this formula, charge and spin): 0.0 kJ/mol
Multiplicity: 1

Geometry as XYZ:
```
29
Properties=species:S:1:pos:R:3:forces:R:3:mulliken_charge:R:1
C -0.55987 2.80023 1.16239 -0.019 0.093 0.038 -1.306
C 0.50943 2.13608 0.30771 -0.350 -0.263 -0.329 -0.462
P -0.29980 0.81550 -0.69262 0.988 -1.854 1.334 0.694
S -1.92316 1.34315 -1.61747 0.128 -0.101 0.195 -0.396
C -0.46707 -0.70401 0.60145 -0.377 2.447 -1.649 -0.055
C 0.63779 -1.33563 1.13504 0.038 -0.020 0.020 -0.128
C 0.43807 -2.34278 2.06503 0.126 -0.016 0.026 -0.617
C -0.84586 -2.68789 2.45620 -0.096 -0.122 0.092 -0.393
C -1.94434 -2.03505 1.92095 0.015 -0.031 0.047 -0.540
C -1.75282 -1.03209 0.98589 -0.048 0.000 -0.014 -0.427
N 0.96850 0.15508 -1.63185 -0.536 0.221 0.405 0.028
C 0.56370 -1.07098 -2.30257 -0.027 -0.291 -0.074 -1.130
C 1.63823 1.05397 -2.55307 0.114 0.229 -0.047 -0.931
H -1.29638 3.28536 0.52426 -0.039 0.010 0.051 0.344
H -1.07717 2.05906 1.77024 -0.056 0.012 0.108 0.317
H -0.12084 3.54583 1.82074 0.033 0.047 0.075 0.387
H 1.28935 1.67726 0.92133 -0.028 -0.047 -0.146 0.354
H 0.96382 2.86940 -0.36528 -0.021 -0.146 0.034 0.366
H 1.63163 -1.05609 0.82077 0.131 0.015 -0.049 0.403
H 1.28903 -2.85550 2.48731 0.075 -0.069 0.058 0.380
H -0.99411 -3.47242 3.18472 0.019 -0.049 0.046 0.384
H -2.94263 -2.29974 2.23379 -0.100 -0.055 0.036 0.393
H -2.58890 -0.50086 0.54830 -0.041 -0.011 -0.027 0.334
H -0.06656 -0.87899 -3.17858 -0.010 0.022 0.012 0.352
H 1.45869 -1.60777 -2.62407 -0.028 -0.025 0.005 0.365
H 0.00633 -1.69701 -1.60488 0.065 -0.069 -0.161 0.356
H 2.05155 1.90445 -2.01206 0.024 0.010 -0.097 0.252
H 2.46308 0.51247 -3.02037 0.004 0.057 0.013 0.339
H 0.97030 1.41897 -3.34331 0.017 0.005 -0.002 0.334
```
Forces are in eV/Å.